# C23H17BrN6O6PdS2

A structure of composition C23H17BrN6O6PdS2 (ωB97M-V/def2-TZVPD, the Open Molecules 2025 dataset).

HOMO: -1.244 eV
Charge: -2
Electronic energy: -5164.99409 a.u.
HOMO-LUMO gap: 4.47 eV

XYZ file:
```
56
Properties=species:S:1:pos:R:3:forces:R:3
Pd -2.93592 1.71565 -1.06054 -0.6 0.3 -0.3
C -3.42175 -1.39844 -2.06623 0.0 0.0 0.0
O -2.04577 -1.23574 -1.71912 0.0 0.0 0.0
C -1.12421 -1.65607 -2.58957 0.0 0.1 0.0
C -1.32372 -2.64934 -3.52578 0.1 0.0 0.0
C -0.27546 -3.00141 -4.37826 -0.1 -0.1 0.0
Br -0.56375 -4.37290 -5.67043 0.0 0.0 0.0
C 0.94121 -2.38536 -4.32099 0.0 0.0 0.0
C 1.15545 -1.36387 -3.37494 0.1 0.0 0.0
C 0.13025 -0.98824 -2.50743 -0.2 0.0 0.0
O 0.22112 -0.01507 -1.60493 0.1 -0.1 0.0
C 2.43342 -0.66290 -3.31638 -0.1 0.0 0.0
N 2.67194 0.39410 -2.57822 0.1 0.0 0.0
C 3.98916 0.73995 -2.82450 0.0 0.0 0.0
C 4.75448 1.78194 -2.31012 0.0 0.0 0.0
C 6.06515 1.89265 -2.73634 0.0 0.0 0.0
C 6.61337 0.98911 -3.65701 0.0 0.0 0.0
C 5.86463 -0.05124 -4.17913 0.0 0.0 0.0
C 4.54939 -0.15419 -3.74613 0.0 0.0 0.0
N 3.53253 -1.03849 -4.04587 0.0 0.0 0.0
H -3.73768 -2.43579 -1.91656 0.0 0.0 0.0
H -3.59053 -1.07542 -3.09425 0.0 0.0 0.0
H -3.96701 -0.72160 -1.41193 0.0 0.0 0.0
H -2.28200 -3.14009 -3.60191 0.0 0.0 0.0
H 1.71423 -2.66962 -5.02127 0.0 0.0 0.0
H 1.07840 0.44893 -1.72270 0.0 0.0 0.0
H 4.32596 2.47610 -1.59988 0.0 0.0 0.0
H 6.68368 2.69313 -2.35165 0.0 0.0 0.0
H 7.64399 1.10687 -3.96640 0.0 0.0 0.0
H 6.28789 -0.74842 -4.89102 0.0 0.0 0.0
H 3.59284 -1.84228 -4.64197 0.0 0.0 0.0
O -1.05429 -2.89200 7.95302 0.0 0.0 0.0
S -0.04646 -2.12879 7.23444 0.0 0.0 0.0
O 0.37992 -2.71397 5.98031 0.0 0.0 0.0
O 1.02859 -1.61146 8.06394 0.0 0.0 0.0
C -0.96478 -0.62214 6.76359 0.0 0.0 0.0
N -1.41902 0.11986 7.78014 0.0 0.0 0.0
C -2.11055 1.19568 7.44584 0.0 0.0 0.0
C -2.36336 1.55832 6.13347 0.0 0.0 0.0
C -1.83988 0.73156 5.15000 0.0 0.0 0.0
N -1.14190 -0.35795 5.47640 0.0 0.0 0.0
C -2.03711 0.99525 3.69614 0.0 0.0 0.0
C -2.63954 2.15682 3.22331 0.0 0.0 0.0
C -2.82601 2.33248 1.86543 0.0 0.0 0.0
N -2.44860 1.43144 0.94952 0.3 -0.1 0.1
C -1.84218 0.32292 1.40320 0.0 0.0 0.0
C -1.62560 0.06647 2.74722 0.0 0.0 0.0
H -2.48735 1.80112 8.26625 0.0 0.0 0.0
H -2.94647 2.43821 5.90623 0.0 0.0 0.0
H -2.97083 2.93882 3.89231 0.0 0.0 0.0
H -3.30334 3.22100 1.47623 0.0 0.0 0.0
H -1.52707 -0.37484 0.63899 0.0 0.0 0.0
H -1.13837 -0.84367 3.06960 0.0 0.0 0.0
O -4.26404 4.45856 -2.73274 0.0 -0.1 0.0
S -3.40526 3.25890 -2.93648 0.0 0.1 0.0
N -3.98783 1.88544 -3.01487 0.3 -0.1 0.3
```
Forces are in eV/Å.

The net atomic charges from Löwdin, expressed in e, are: Pd 0.225; C -0.083; O -0.101; C -0.212; C -0.049; C -0.684; Br 0.688; C -0.107; C -0.074; C -0.176; O 0.095; C -0.234; N 0.163; C -0.208; C -0.010; C -0.105; C -0.112; C -0.034; C -0.191; N 0.167; H 0.086; H 0.090; H 0.057; H 0.103; H 0.088; H 0.084; H 0.114; H 0.094; H 0.092; H 0.102; H 0.146; O -0.378; S 0.383; O -0.376; O -0.379; C -0.347; N 0.110; C -0.138; C -0.014; C -0.217; N 0.163; C -0.151; C -0.023; C -0.139; N -0.087; C -0.110; C 0.007; H 0.100; H 0.091; H 0.095; H 0.098; H 0.093; H 0.116; O -0.700; S 0.373; N -0.585